Here is C20H21Br2Cl3N3O6TeTi as an isolated structure from OMol25. Energies are from ωB97M-V/def2-TZVPD.

Geometry as XYZ:
```
57
Properties=species:S:1:pos:R:3:forces:R:3
Ti 0.424 0.535 -0.021 -0.08 -0.25 -0.02
O 1.114 2.652 0.521 -0.17 0.08 0.20
C 0.578 3.013 1.805 0.09 -0.10 -0.03
C 0.860 1.896 2.802 -0.06 0.05 -0.08
N 0.474 0.559 2.290 0.09 0.02 0.08
C 1.508 -0.422 2.632 -0.03 -0.01 -0.04
C 2.708 -0.131 1.730 0.07 0.08 0.00
O 3.842 -0.351 2.089 0.01 -0.03 -0.03
O 2.368 0.406 0.583 -0.04 -0.02 0.12
C -0.895 0.198 2.672 0.00 0.07 0.06
C -1.804 1.041 1.791 -0.07 -0.10 0.03
O -2.820 1.559 2.191 0.01 0.02 0.01
O -1.315 1.169 0.583 0.06 0.13 -0.07
H 2.052 2.423 0.629 0.01 0.03 0.00
H -0.482 3.183 1.648 -0.01 0.00 -0.01
H 1.035 3.943 2.152 0.01 -0.01 0.00
H 0.353 2.099 3.751 -0.01 0.01 0.00
H 1.933 1.881 3.008 0.00 0.00 -0.01
H 1.130 -1.421 2.415 0.00 -0.01 0.01
H 1.812 -0.370 3.680 -0.01 0.00 0.00
H -1.100 0.378 3.730 0.02 0.00 0.00
H -1.072 -0.849 2.424 0.00 0.00 -0.01
C 2.579 1.231 -2.853 0.00 0.01 0.04
C 2.292 -0.224 -2.639 0.04 0.00 -0.04
C 2.850 -1.162 -3.536 0.01 -0.01 0.00
C 2.660 -2.499 -3.359 0.00 -0.01 0.00
C 1.896 -2.946 -2.266 -0.01 0.12 0.00
C 1.612 -4.289 -1.925 0.07 -0.06 -0.12
Br 2.313 -5.698 -2.985 0.01 0.00 0.00
C 0.855 -4.604 -0.841 -0.08 -0.04 0.13
C 0.315 -3.580 -0.038 0.05 0.03 -0.07
Br -0.729 -4.023 1.467 -0.01 0.00 0.00
C 0.516 -2.267 -0.359 -0.41 -0.01 0.49
O -0.014 -1.247 0.321 0.35 0.04 -0.21
C 1.340 -1.951 -1.453 0.09 0.01 -0.23
N 1.542 -0.622 -1.636 -0.06 0.00 -0.10
H 3.618 1.355 -3.157 0.00 0.01 -0.02
H 2.396 1.819 -1.957 0.01 -0.02 -0.01
H 1.940 1.627 -3.645 0.00 0.00 -0.01
H 3.438 -0.791 -4.365 0.00 0.00 0.00
H 3.085 -3.217 -4.048 0.00 0.00 0.00
H 0.657 -5.636 -0.591 -0.01 0.01 0.01
C -5.340 -0.485 1.208 -0.02 -0.07 0.04
Te -3.848 -1.464 0.022 0.03 0.07 -0.11
C -3.736 0.145 -1.364 0.05 0.00 0.01
H -4.931 0.432 1.624 0.01 0.00 -0.01
H -5.628 -1.158 2.015 -0.01 0.02 0.01
H -6.216 -0.271 0.598 0.00 0.00 -0.01
H -4.706 0.293 -1.833 -0.01 -0.02 0.01
H -2.995 -0.169 -2.099 -0.02 0.00 -0.03
H -3.405 1.043 -0.848 -0.03 0.00 0.03
Cl -2.502 2.946 -4.077 -0.05 0.04 -0.02
C -1.183 1.845 -3.917 -0.03 0.04 -0.05
Cl -0.603 1.057 -5.329 0.02 -0.04 -0.07
Cl -1.324 -1.885 -2.902 0.02 -0.01 0.00
C -0.670 1.574 -2.733 0.14 -0.10 0.41
N -0.153 1.363 -1.680 -0.02 0.03 -0.31
```
Positions in Å, forces in eV/Å.

The relative energy (zero: lowest compared OMol25 entry of this formula, charge and spin) is 10.3 kcal/mol. Its orbital gap is 6.144 eV. The calculation puts the HOMO energy at -4.42 eV. The charge is -1.


Here is one molecule with the formula C4H2 from OMol25. Energies are from ωB97M-V/def2-TZVPD.

Geometry as XYZ:
```
6
Properties=species:S:1:pos:R:3:forces:R:3
C -1.057 0.719 -0.277 -0.97 -0.42 0.27
C -1.038 -0.754 0.375 -1.11 -0.72 0.04
C 0.136 0.628 0.351 0.74 -0.73 -2.35
C 0.196 -0.680 -0.210 -3.70 3.17 3.96
H 0.955 1.197 0.574 1.46 1.56 1.73
H 0.809 -1.111 -0.813 3.58 -2.86 -3.67
```
Positions in Å, forces in eV/Å.

Its SMILES is C12=C3[C@H]1[C@H]23. The relative energy (zero: lowest compared OMol25 entry of this formula, charge and spin) is 88.6 kcal/mol. Its orbital gap is 9.913 eV. The calculation puts the HOMO energy at -9.46 eV. The charge is 0.


Here is a 3-piece molecular cluster, H5O2S overall from OMol25. Energies are from ωB97M-V/def2-TZVPD.

Geometry as XYZ:
```
8
Properties=species:S:1:pos:R:3:forces:R:3
S 0.915 0.683 0.016 1.28 -1.12 -0.02
H -0.072 1.384 -0.453 -0.91 0.68 -0.51
H 0.360 -1.587 -2.867 1.09 0.38 -0.27
H 0.174 -1.400 -1.243 -0.67 0.06 -2.68
O -0.254 -1.663 -2.158 -0.48 -0.21 2.92
H -0.564 0.467 1.538 0.03 1.59 2.10
H 0.176 1.118 2.733 -0.19 0.02 -0.33
O -0.735 0.999 2.434 -0.14 -1.41 -1.20
```
Positions in Å, forces in eV/Å.

The relative energy (zero: lowest compared OMol25 entry of this formula, charge and spin) is 13.8 kcal/mol. Its orbital gap is 7.496 eV. The calculation puts the HOMO energy at -3.23 eV. The charge is -1.


Here is one molecule with the formula C6H8N2 from OMol25. Energies are from ωB97M-V/def2-TZVPD.

Geometry as XYZ:
```
16
Properties=species:S:1:pos:R:3:forces:R:3
C -1.428 -0.586 0.815 2.44 2.31 1.08
C -1.786 0.094 -0.554 2.13 -2.95 1.00
C 1.371 1.139 -1.197 1.34 0.86 3.66
C 1.898 0.722 0.232 -5.41 -2.82 -5.27
C 1.331 -0.297 0.835 1.48 -1.89 2.37
C 0.109 -0.858 0.298 -4.03 -2.87 -0.96
H -1.517 0.025 1.735 0.04 -0.10 -0.53
H -1.918 -1.502 1.005 -0.60 -0.93 -0.04
H -2.652 -0.584 -0.834 0.83 1.87 -1.11
H -1.705 1.180 -0.599 -1.25 -0.19 0.05
H 1.815 2.007 -1.668 0.19 -0.11 -0.14
H 2.594 1.204 0.645 5.96 3.61 2.70
H 1.908 -0.912 1.704 -1.81 1.98 -1.65
H 0.070 -2.022 0.284 0.94 1.79 -0.27
N -0.368 -0.359 -1.057 -0.53 1.04 0.28
N 0.279 0.749 -1.644 -1.73 -1.59 -1.18
```
Positions in Å, forces in eV/Å.

Its SMILES is C1=C[C@H]2CCN2N=C1. The relative energy (zero: lowest compared OMol25 entry of this formula, charge and spin) is 106.2 kcal/mol. Its orbital gap is 8.562 eV. The calculation puts the HOMO energy at -7.86 eV. The charge is 0.


Here is C43H36GeN2O2PPt as an isolated structure from OMol25. Energies are from ωB97M-V/def2-TZVPD.

Geometry as XYZ:
```
86
Properties=species:S:1:pos:R:3:forces:R:3
Pt -1.278 -0.180 -0.520 0.13 0.24 -0.60
O -5.742 1.328 0.586 0.18 -0.11 -0.12
C -4.611 0.895 0.893 0.02 0.33 0.23
O -3.961 -0.058 0.436 -0.12 -0.22 -0.14
C -3.924 1.691 2.032 0.00 0.20 0.17
C -4.782 2.128 3.049 0.05 -0.06 -0.06
C -4.330 2.837 4.145 -0.01 0.03 0.03
C -2.984 3.173 4.240 -0.04 -0.05 -0.07
C -2.123 2.777 3.233 0.02 -0.06 0.00
C -2.563 2.026 2.132 0.01 0.04 -0.02
P -1.285 1.649 0.856 0.00 -0.40 0.34
C 0.239 1.531 1.894 -0.05 0.11 -0.16
C 0.383 0.410 2.715 -0.05 -0.01 -0.05
C 1.524 0.239 3.477 0.07 0.00 0.06
C 2.560 1.170 3.419 -0.10 -0.04 -0.01
C 2.430 2.279 2.602 -0.12 0.00 -0.07
C 1.269 2.461 1.850 0.11 0.07 0.02
C -1.057 3.252 -0.005 -0.07 0.03 -0.04
C -1.719 4.422 0.350 0.02 0.07 -0.02
C -1.527 5.591 -0.381 -0.02 -0.07 0.05
C -0.672 5.601 -1.472 0.00 -0.02 0.00
C -0.017 4.432 -1.844 -0.04 -0.03 0.04
C -0.219 3.265 -1.124 0.02 0.07 -0.01
H -5.830 1.889 2.928 0.00 0.02 0.02
H -5.026 3.141 4.919 0.02 -0.01 -0.01
H -2.609 3.736 5.087 0.00 0.00 -0.02
H -1.077 3.049 3.305 -0.01 0.01 0.01
H -0.397 -0.341 2.734 -0.02 0.00 -0.03
H 1.618 -0.642 4.098 0.00 0.02 0.00
H 3.461 1.023 4.003 -0.02 -0.01 -0.01
H 3.226 3.011 2.540 0.00 0.00 0.00
H 1.180 3.339 1.221 0.00 0.00 0.00
H -2.396 4.420 1.194 0.00 0.02 -0.01
H -2.055 6.492 -0.094 0.00 0.00 -0.01
H -0.528 6.512 -2.040 0.01 -0.01 0.00
H 0.636 4.424 -2.708 0.00 0.00 0.01
H 0.259 2.345 -1.440 0.00 0.00 0.00
N -0.546 -0.048 -3.596 -0.05 0.03 -0.08
C -1.744 0.596 -3.422 0.13 0.12 -0.01
C -2.547 0.930 -4.524 0.07 -0.01 0.02
C -3.728 1.599 -4.317 -0.13 0.07 -0.08
C -4.102 1.956 -3.025 0.07 -0.02 -0.03
C -3.258 1.609 -1.999 0.20 -0.01 -0.07
N -2.100 0.937 -2.174 -0.58 0.12 0.06
H -0.464 -0.563 -4.456 0.03 -0.02 0.00
H -0.229 -0.548 -2.767 -0.02 0.00 0.12
H -2.227 0.641 -5.516 0.00 0.01 0.00
H -4.363 1.844 -5.160 0.02 -0.01 0.01
H -5.027 2.464 -2.802 0.00 0.00 -0.01
H -3.513 1.857 -0.983 0.01 -0.04 0.02
C -0.711 -1.961 -0.509 0.14 -0.29 0.40
Ge 1.115 -2.559 -0.424 -0.25 0.04 -0.43
C 1.557 -3.083 1.390 0.11 -0.08 0.47
C 0.708 -3.925 2.116 0.04 0.06 0.05
C 1.008 -4.300 3.419 0.05 0.06 -0.05
C 2.171 -3.833 4.023 0.00 0.00 0.01
C 3.020 -2.989 3.322 -0.02 0.01 -0.09
C 2.710 -2.612 2.018 -0.01 -0.18 0.08
C 2.474 -1.282 -1.018 0.15 0.13 -0.04
C 2.260 0.096 -1.061 0.21 -0.05 0.03
C 3.272 0.965 -1.460 -0.10 -0.02 0.04
C 4.516 0.471 -1.823 0.00 -0.06 0.01
C 4.748 -0.899 -1.782 -0.06 0.01 0.02
C 3.736 -1.764 -1.382 0.00 0.10 -0.03
C 1.441 -4.135 -1.561 -0.05 -0.20 -0.18
C 1.481 -5.434 -1.054 0.05 -0.04 -0.05
C 1.600 -6.539 -1.894 0.00 0.11 0.01
C 1.683 -6.360 -3.267 0.00 0.01 -0.02
C 1.654 -5.074 -3.796 0.01 0.02 0.10
C 1.532 -3.980 -2.949 0.03 -0.07 0.03
H -1.437 -2.779 -0.407 0.08 -0.02 0.15
H -0.214 -4.283 1.669 0.02 0.03 -0.04
H 0.333 -4.948 3.964 0.01 0.00 0.00
H 2.408 -4.120 5.040 -0.01 -0.01 -0.01
H 3.921 -2.609 3.790 -0.01 -0.01 0.01
H 3.375 -1.938 1.490 -0.01 0.01 -0.01
H 1.289 0.483 -0.769 -0.07 -0.02 0.01
H 3.080 2.032 -1.478 0.02 -0.01 -0.01
H 5.303 1.147 -2.134 -0.01 0.00 0.00
H 5.716 -1.297 -2.062 0.01 0.01 0.00
H 3.935 -2.831 -1.359 -0.03 0.02 0.00
H 1.432 -5.596 0.018 -0.03 0.02 0.00
H 1.628 -7.537 -1.472 0.00 0.01 -0.01
H 1.774 -7.216 -3.924 0.00 0.00 0.00
H 1.728 -4.925 -4.867 -0.01 -0.01 0.01
H 1.525 -2.982 -3.379 -0.02 0.00 0.03
```
Positions in Å, forces in eV/Å.

The relative energy (zero: lowest compared OMol25 entry of this formula, charge and spin) is 3.9 kcal/mol. Its orbital gap is 6.878 eV. The calculation puts the HOMO energy at -4.38 eV. The charge is -1.


Here is C16H24N2O3Ru as an isolated structure from OMol25. Energies are from ωB97M-V/def2-TZVPD.

Geometry as XYZ:
```
46
Properties=species:S:1:pos:R:3:forces:R:3
Ru -0.200 -0.661 -0.321 -0.67 3.49 -0.12
C 2.181 1.343 -1.947 -0.12 0.15 -0.01
C 1.547 1.032 -0.622 0.29 -0.31 -0.29
C 0.434 1.779 -0.135 -0.22 0.08 -0.43
C 0.033 3.029 -0.881 -0.10 -0.07 0.05
C -0.255 1.376 1.014 -0.20 -0.04 0.04
C -1.500 2.075 1.477 -0.03 0.03 0.00
C 0.217 0.269 1.765 0.51 -0.49 0.26
C -0.461 -0.156 3.044 -0.10 0.05 -0.10
C 1.403 -0.388 1.352 0.14 -0.44 -0.01
C 2.041 -1.418 2.257 0.00 0.03 0.01
C 2.047 -0.041 0.114 0.26 -0.78 0.85
C 3.293 -0.796 -0.279 0.04 0.11 -0.11
H 3.165 1.794 -1.793 0.00 0.00 0.00
H 1.581 2.013 -2.551 -0.02 -0.01 -0.02
H 2.305 0.430 -2.523 0.01 -0.01 0.00
H -0.716 2.837 -1.653 0.05 0.00 -0.01
H 0.892 3.468 -1.376 0.03 0.04 0.04
H -0.368 3.775 -0.199 0.00 -0.02 -0.02
H -1.317 2.579 2.429 0.01 -0.01 0.00
H -2.299 1.352 1.640 0.00 0.01 -0.03
H -1.862 2.813 0.768 0.02 -0.02 0.03
H -0.112 0.449 3.884 0.03 0.01 -0.03
H -0.252 -1.196 3.275 -0.02 0.00 0.02
H -1.541 -0.038 2.986 0.00 0.00 0.00
H 1.603 -2.410 2.138 0.00 0.00 0.00
H 1.928 -1.133 3.300 -0.02 0.01 0.00
H 3.106 -1.504 2.064 -0.01 0.00 -0.01
H 4.151 -0.444 0.300 -0.02 0.01 -0.01
H 3.538 -0.669 -1.328 -0.02 0.01 0.01
H 3.185 -1.862 -0.094 0.00 0.00 0.00
N -0.598 -2.661 -0.619 0.06 -0.67 0.04
C -2.002 -2.921 -0.161 -0.09 0.52 -0.28
C -2.823 -1.771 -0.778 0.84 0.11 0.16
O -3.857 -1.884 -1.375 -0.17 -0.15 0.16
N -2.113 -0.575 -0.612 -0.68 -0.88 0.57
C -2.447 0.495 -1.524 0.45 -0.27 -0.39
C -1.448 0.279 -2.687 0.18 0.16 -0.21
O -1.617 0.544 -3.839 -0.27 0.26 0.07
O -0.291 -0.256 -2.262 0.08 -0.82 -0.05
H -0.527 -2.829 -1.624 -0.03 -0.04 0.04
H 0.039 -3.312 -0.169 0.03 0.02 -0.05
H -2.013 -2.833 0.925 -0.03 -0.07 0.02
H -2.375 -3.897 -0.457 -0.01 0.01 -0.13
H -2.215 1.454 -1.063 -0.18 0.03 -0.03
H -3.479 0.470 -1.861 0.00 -0.05 -0.04
```
Positions in Å, forces in eV/Å.

As for the spin multiplicity: 2. The relative energy (zero: lowest compared OMol25 entry of this formula, charge and spin) is 19.0 kcal/mol. Its orbital gap (spin up / spin down) is 8.130 / 6.789 eV. The expectation value of S² is 0.76. The calculation puts the HOMO energy (spin up / spin down) at -11.99 / -11.95 eV. The charge is +1.


Copy entry 2 word for word.
Here is one molecule with the formula C4H2 from OMol25. Energies are from ωB97M-V/def2-TZVPD.

Geometry as XYZ:
```
6
Properties=species:S:1:pos:R:3:forces:R:3
C -1.057 0.719 -0.277 -0.97 -0.42 0.27
C -1.038 -0.754 0.375 -1.11 -0.72 0.04
C 0.136 0.628 0.351 0.74 -0.73 -2.35
C 0.196 -0.680 -0.210 -3.70 3.17 3.96
H 0.955 1.197 0.574 1.46 1.56 1.73
H 0.809 -1.111 -0.813 3.58 -2.86 -3.67
```
Positions in Å, forces in eV/Å.

Its SMILES is C12=C3[C@H]1[C@H]23. The relative energy (zero: lowest compared OMol25 entry of this formula, charge and spin) is 88.6 kcal/mol. Its orbital gap is 9.913 eV. The calculation puts the HOMO energy at -9.46 eV. The charge is 0.